A structure of composition C34H80GaN5O6PS. Source: the OMol25 dataset; level of theory: wB97M-V/def2-TZVPD.

The geometry in XYZ format:
```
128
Properties=species:S:1:pos:R:3:mulliken_charge:R:1
C -3.643 -2.626 -5.093 -0.852
C -2.433 -1.634 -5.595 -0.478
N -1.335 -1.408 -4.571 0.467
C -1.893 -1.174 -3.184 -1.115
C -0.844 -0.288 -2.229 0.537
Ga -1.852 1.403 -1.560 -0.921
C -0.901 2.402 -0.018 -0.548
C -0.298 1.406 1.166 -0.551
C 1.054 0.591 0.688 0.312
C 2.029 0.501 2.024 -0.586
N 2.867 -0.783 2.067 -0.312
C 4.221 -0.530 1.417 0.431
C 4.426 -0.755 -0.223 -0.686
O 5.237 -0.119 2.200 -0.557
C -2.309 2.750 -3.116 -0.168
C -1.412 2.505 -4.465 0.206
C 0.102 3.131 -4.422 -0.322
C 0.305 4.400 -3.405 -0.208
S -0.683 5.939 -3.872 1.130
O -1.712 5.715 -5.008 -0.571
O 0.314 7.043 -4.378 -0.655
O -1.416 6.607 -2.447 -0.508
P -3.943 0.601 -0.742 0.477
O -4.349 1.247 0.645 -0.730
C -0.293 -2.510 -4.600 0.303
C 1.262 -2.079 -4.231 -0.577
O -0.560 -3.795 -4.888 -0.604
H -3.253 -3.409 -4.315 0.229
H -4.564 -2.030 -4.669 0.257
H -4.013 -3.242 -6.045 0.306
H -2.006 -2.112 -6.593 0.374
H -2.940 -0.620 -5.917 0.230
H -2.115 -2.244 -2.723 0.313
H -2.935 -0.623 -3.278 0.209
H 0.117 0.042 -2.822 -0.114
H -0.584 -1.019 -1.322 0.149
H -1.686 3.121 0.507 0.272
H -0.005 3.095 -0.353 0.243
H 0.050 2.139 2.039 0.466
H -1.136 0.710 1.601 -0.113
H 1.682 1.192 -0.122 0.014
H 0.833 -0.516 0.365 0.024
H 1.392 0.529 3.011 0.244
H 2.815 1.399 2.036 0.264
H 2.355 -1.577 1.622 0.311
H 3.925 -1.741 -0.615 0.253
H 3.882 0.170 -0.734 0.155
H 5.589 -0.729 -0.466 0.288
H -2.350 3.864 -2.742 -0.118
H -3.432 2.474 -3.412 0.321
H -2.025 2.834 -5.429 0.371
H -1.282 1.324 -4.574 -0.390
H 0.320 3.548 -5.519 0.154
H 0.957 2.325 -4.235 0.212
H 1.451 4.721 -3.495 0.459
H 0.149 4.099 -2.283 -0.186
H -1.781 5.876 -1.867 0.399
H -3.963 -0.834 -0.588 -0.009
H -5.003 0.908 -1.713 -0.012
H 2.062 -2.677 -4.844 0.332
H 1.395 -2.285 -3.073 0.234
H 1.390 -0.906 -4.410 -0.080
C -2.156 -3.137 6.136 -1.407
C -2.388 -2.018 5.127 -0.227
N -3.738 -2.003 4.559 0.131
C -3.868 -1.126 3.390 -0.604
C -3.667 0.370 3.606 -0.706
C -4.845 -1.932 5.516 -0.683
C -4.874 -0.750 6.479 -0.872
H -2.397 -4.115 5.707 0.337
H -1.103 -3.155 6.437 0.394
H -2.750 -2.998 7.045 0.284
H -1.665 -2.170 4.314 0.374
H -2.134 -1.060 5.594 0.206
H -4.847 -1.286 2.922 0.237
H -3.142 -1.458 2.637 0.348
H -4.524 0.825 4.109 0.233
H -3.568 0.871 2.636 0.216
H -2.763 0.593 4.178 0.204
H -4.841 -2.853 6.112 0.375
H -5.799 -1.970 4.976 0.362
H -3.899 -0.547 6.928 0.162
H -5.570 -0.962 7.297 0.374
H -5.229 0.160 5.991 0.278
C 5.187 2.009 -8.879 -1.426
C 4.268 0.835 -8.561 -0.374
N 3.038 1.217 -7.864 0.223
C 2.307 0.075 -7.304 -0.063
C 1.736 -0.945 -8.285 -1.201
C 2.205 2.227 -8.521 -0.299
C 1.709 1.927 -9.932 -1.097
H 5.425 2.583 -7.977 0.323
H 6.129 1.642 -9.300 0.437
H 4.745 2.687 -9.616 0.296
H 4.839 0.151 -7.919 0.423
H 4.055 0.289 -9.487 0.288
H 1.495 0.441 -6.664 -0.248
H 2.982 -0.456 -6.621 0.406
H 0.851 -0.561 -8.797 0.240
H 1.422 -1.842 -7.739 0.429
H 2.468 -1.261 -9.032 0.310
H 2.769 3.167 -8.554 0.450
H 1.340 2.459 -7.886 -0.041
H 2.494 1.525 -10.577 0.247
H 1.350 2.851 -10.397 0.409
H 0.870 1.229 -9.926 0.278
C 1.860 -1.580 12.186 -1.417
C 2.523 -1.486 10.817 -0.325
N 2.025 -2.465 9.848 0.112
C 2.857 -2.568 8.644 -0.680
C 2.944 -1.341 7.742 -0.873
C 0.580 -2.466 9.608 -0.772
C -0.059 -1.167 9.127 -0.732
H 1.939 -2.593 12.597 0.325
H 2.351 -0.897 12.886 0.433
H 0.802 -1.301 12.149 0.287
H 3.596 -1.658 10.973 0.443
H 2.423 -0.460 10.443 0.267
H 2.525 -3.424 8.044 0.343
H 3.875 -2.828 8.959 0.384
H 2.028 -1.199 7.163 0.152
H 3.758 -1.474 7.020 0.396
H 3.154 -0.425 8.300 0.259
H 0.079 -2.765 10.537 0.348
H 0.326 -3.266 8.901 0.324
H 0.288 -0.294 9.686 0.312
H -1.144 -1.224 9.256 0.327
H 0.125 -0.996 8.065 0.088
```

The total charge is -1. For the LUMO energy, the calculation gives 0.07503 hartree. The calculated total energy comes out at -128781.947 eV. For the gap between HOMO and LUMO, the calculation gives 7.64 eV. Its spin multiplicity is 1. The calculation puts the HOMO energy at -5.60 eV.